[1]
This record from OMol25 describes C3LiO6Tl as an isolated structure. The level of theory is ωB97M-V/def2-TZVPD.

Multiplicity: 2
Net charge: +1
Lowest unoccupied orbital energy (spin up / spin down): -8.486 / -8.613 eV
HOMO-LUMO gap (spin up / spin down): 4.63 / 4.48 eV
HOMO level (spin up / spin down): -13.11 / -13.10 eV
Energy above the lowest of the compared OMol25 structures with the same formula, charge and spin: 589.8 kJ/mol

Atoms and positions in Å:
O -0.6152 -1.7803 -1.0379
C -1.9441 1.3434 -0.6268
O 1.3677 -0.8299 1.1845
O 3.1323 0.0362 0.1583
Tl -0.8280 -1.3303 0.8933
O -2.8333 1.1444 -1.4373
C 1.9866 -0.4069 0.1482
O -1.1008 0.1437 -0.3933
C -0.3455 -0.5746 -1.3601
O -1.7288 2.1449 0.2764
Li 2.9092 0.1093 2.1947

---

[2]
This record from OMol25 describes a 2-piece molecular cluster, CH6BNO overall. The level of theory is ωB97M-V/def2-TZVPD.

Lowest unoccupied orbital energy: 0.381 eV
HOMO-LUMO gap: 10.70 eV
Structure (SMILES): CB=O.N
HOMO level: -10.32 eV
Energy above the lowest of the compared OMol25 structures with the same formula, charge and spin: 112.6 kJ/mol

Atoms and positions in Å:
C -1.4783 -0.3760 0.2717
O -0.3802 1.9669 -0.6962
H -1.8308 -0.8493 -0.6644
B -0.8710 0.9696 -0.2135
H 2.6426 0.1688 -0.5875
N 1.9108 -0.4344 -0.0550
H 1.0283 -0.3066 -0.5233
H -0.5055 -0.9831 0.5484
H -2.2418 -0.1540 1.0626
H 1.7260 -0.0020 0.8572

---

[3]
This record from OMol25 describes one molecule with the formula C20H27BrN4O6. The level of theory is ωB97M-V/def2-TZVPD.

Lowest unoccupied orbital energy: 0.222 eV
HOMO-LUMO gap: 8.85 eV
Structure (SMILES): CCCCCN(C(=O)COC(=O)c1ccc(Br)o1)c1c(N)n(CCCC)c(=O)[nH]c1=O
HOMO level: -8.63 eV
Energy above the lowest of the compared OMol25 structures with the same formula, charge and spin: 6.3 kJ/mol

Atoms and positions in Å:
H 2.9236 -4.8079 -2.4059
H 2.9042 -2.3140 -1.7812
H -0.9048 -0.3325 -3.5883
C 1.8519 -0.1766 -0.2597
H 3.8528 -2.7427 -0.3619
C -0.3081 0.1384 2.2258
H 1.9594 -1.5131 3.6780
H -2.9094 -0.1178 -0.3546
H 0.2573 -1.9505 3.3783
Br -2.7554 4.2457 0.3325
N 1.4017 -2.4479 0.5786
H 4.4454 -3.9321 -2.5599
N -0.8977 0.0086 -0.9098
C -2.7193 -0.6363 -2.4680
H 1.6024 2.4246 2.1212
H -3.7926 -0.4999 -2.6123
H 2.0160 -4.3846 0.2794
H 4.2315 -7.0019 -2.2755
H -2.2987 -1.9702 -4.8591
H -2.2224 -1.9753 0.0055
C -0.3769 1.5477 1.8445
C 3.1243 -3.1216 -1.0797
O 0.9497 -0.2162 2.5080
C 1.1743 -1.5560 2.9194
H 5.1997 -4.8130 -0.3738
C 5.0078 -6.4716 -1.7276
H 1.8375 1.7269 -1.0442
C 4.4087 -5.3197 -0.9298
N 1.2399 0.9267 -0.8693
C -2.4564 -0.8986 -4.9617
H -0.8852 -2.9133 0.4367
H -2.5299 -1.7008 -2.3186
N -1.2538 -2.1928 -0.1678
C -2.3112 0.1588 -1.2281
H -1.9146 -0.5546 -5.8387
H 3.7000 -5.7185 -0.2028
H -2.4619 1.2238 -1.4207
O -1.2553 -0.6145 2.2478
C 0.9279 -1.2517 -0.0254
C -1.3312 3.3042 1.0420
C 0.5828 2.5331 1.8133
H 1.0380 -3.6964 -1.0464
H 0.3909 4.6453 1.1166
O 2.0942 -3.6374 2.3574
H -2.1279 0.9098 -3.8425
C 1.8453 -3.4992 -0.3340
O -1.5532 2.0338 1.3733
C 3.7149 -4.3086 -1.8405
C 1.6271 -2.6132 1.9000
C -0.0853 1.1100 -1.1346
H -3.5173 -0.7221 -5.1233
C -0.4045 -1.1445 -0.3539
O 3.0289 -0.1396 0.0203
C -1.9765 -0.1638 -3.7167
H 5.5035 -7.1778 -1.0660
O -0.5209 2.1705 -1.5256
H 5.7386 -6.1016 -2.4438
C -0.0401 3.6824 1.2944

---

[4]
This record from OMol25 describes a 2-piece molecular cluster, C5H9BFNO6 overall. The level of theory is ωB97M-V/def2-TZVPD.

Lowest unoccupied orbital energy: 0.350 eV
HOMO-LUMO gap: 10.49 eV
Structure (SMILES): O=C1OC[C@@H](F)O1.COC(=O)B(N)O
HOMO level: -10.14 eV

Atoms and positions in Å:
C -0.1580 1.8700 0.5807
H 0.3333 -1.1016 -3.1327
O 0.4441 2.5347 -0.5345
H -1.1015 1.4226 0.2845
C -0.2761 2.9949 1.5901
O 1.7862 4.3325 -0.7407
O -1.3769 -1.0252 -0.2612
H -1.3711 -3.7947 1.8903
H 0.7583 -2.6160 -2.7864
H 2.5508 -0.3859 -1.1098
F -0.0943 2.5713 2.8644
H 0.5195 1.0978 0.9475
O 1.8228 -0.6190 -0.5231
H -1.2105 3.5577 1.5448
O -0.3251 -2.9240 0.3535
C -1.5392 -3.5008 0.8596
O 0.7903 3.8479 1.2267
H -1.7596 -4.3784 0.2581
B 0.8833 -1.3474 -1.1590
N 0.9916 -1.6485 -2.5850
H -2.3516 -2.7826 0.8097
C -0.4002 -1.7440 -0.2894
C 1.0837 3.6387 -0.0881

---

> Which formula does entry 4 have?

C5H9BFNO6

---

Please write out number 4 again, unchanged.
This record from OMol25 describes a 2-piece molecular cluster, C5H9BFNO6 overall. The level of theory is ωB97M-V/def2-TZVPD.

Lowest unoccupied orbital energy: 0.350 eV
HOMO-LUMO gap: 10.49 eV
Structure (SMILES): O=C1OC[C@@H](F)O1.COC(=O)B(N)O
HOMO level: -10.14 eV

Atoms and positions in Å:
C -0.1580 1.8700 0.5807
H 0.3333 -1.1016 -3.1327
O 0.4441 2.5347 -0.5345
H -1.1015 1.4226 0.2845
C -0.2761 2.9949 1.5901
O 1.7862 4.3325 -0.7407
O -1.3769 -1.0252 -0.2612
H -1.3711 -3.7947 1.8903
H 0.7583 -2.6160 -2.7864
H 2.5508 -0.3859 -1.1098
F -0.0943 2.5713 2.8644
H 0.5195 1.0978 0.9475
O 1.8228 -0.6190 -0.5231
H -1.2105 3.5577 1.5448
O -0.3251 -2.9240 0.3535
C -1.5392 -3.5008 0.8596
O 0.7903 3.8479 1.2267
H -1.7596 -4.3784 0.2581
B 0.8833 -1.3474 -1.1590
N 0.9916 -1.6485 -2.5850
H -2.3516 -2.7826 0.8097
C -0.4002 -1.7440 -0.2894
C 1.0837 3.6387 -0.0881

---

> What is the formula in the third record?

C20H27BrN4O6